(1)
{
  "formula": "C31H45InN7OS3Si4Te",
  "method": "ωB97M-V/def2-TZVPD",
  "symbols": ["In", "C", "C", "N", "N", "C", "N", "S", "C", "C", "C", "C", "C", "N", "H", "H", "H", "H", "H", "H", "H", "H", "H", "O", "C", "C", "C", "C", "C", "C", "N", "H", "H", "H", "H", "H", "H", "H", "S", "C", "C", "C", "C", "N", "C", "C", "C", "S", "C", "N", "H", "H", "C", "Si", "C", "C", "Si", "Te", "Si", "C", "C", "C", "Si", "C", "C", "C", "H", "H", "H", "H", "H", "H", "H", "H", "H", "H", "H", "H", "H", "H", "H", "H", "H", "H", "H", "H", "H", "H", "H", "H", "H", "H", "H"],
  "coordinates": [[0.871, -0.206, 0.204], [0.048, 3.109, 3.402], [0.306, 2.324, 2.154], [0.280, 1.041, 2.125], [-0.101, 0.402, 3.262], [0.221, -0.868, 3.321], [-0.188, -1.496, 4.459], [1.145, -1.817, 2.216], [0.581, 3.010, 0.869], [0.824, 4.379, 0.804], [1.117, 4.952, -0.422], [1.142, 4.152, -1.549], [0.854, 2.804, -1.406], [0.580, 2.252, -0.232], [0.277, 2.492, 4.266], [0.646, 4.016, 3.436], [-1.006, 3.391, 3.464], [-0.885, -1.017, 5.005], [-0.191, -2.501, 4.453], [0.797, 4.988, 1.693], [1.320, 6.012, -0.491], [1.367, 4.554, -2.525], [0.846, 2.132, -2.254], [0.346, -2.793, -0.589], [-0.955, -3.034, -0.106], [-1.864, -1.830, -0.105], [-3.221, -2.033, -0.106], [-4.052, -0.961, 0.323], [-3.527, 0.277, 0.390], [-2.172, 0.478, -0.095], [-1.311, -0.613, 0.056], [0.323, -2.441, -1.493], [-0.811, -3.363, 0.928], [-1.447, -3.843, -0.658], [-3.612, -3.032, -0.236], [-5.081, -1.151, 0.608], [-4.094, 1.136, 0.719], [-1.715, 1.406, 0.227], [1.443, -0.436, -2.256], [3.194, -0.525, -2.180], [3.845, -1.061, -3.290], [5.226, -1.097, -3.392], [5.838, -1.653, -4.562], [6.323, -2.110, -5.499], [5.997, -0.600, -2.331], [5.362, -0.095, -1.211], [3.969, -0.050, -1.094], [3.312, 0.582, 0.390], [7.430, -0.598, -2.396], [8.578, -0.590, -2.450], [3.250, -1.449, -4.106], [5.959, 0.281, -0.392], [-7.475, 2.433, -3.642], [-6.209, 1.618, -2.502], [-6.840, 1.871, -0.736], [-6.170, -0.215, -2.899], [-4.075, 2.551, -2.809], [-2.271, 0.865, -2.485], [-3.752, 3.109, -5.061], [-4.863, 4.521, -5.639], [-4.094, 1.600, -6.128], [-1.968, 3.639, -5.331], [-3.929, 4.499, -1.530], [-2.636, 5.704, -2.176], [-3.526, 4.113, 0.269], [-5.590, 5.397, -1.608], [-8.464, 1.996, -3.489], [-7.208, 2.293, -4.688], [-7.547, 3.504, -3.457], [-7.550, 1.089, -0.461], [-7.348, 2.831, -0.642], [-6.033, 1.855, -0.008], [-7.111, -0.691, -2.617], [-5.354, -0.709, -2.371], [-6.012, -0.376, -3.966], [-5.919, 4.283, -5.526], [-4.675, 4.735, -6.694], [-4.667, 5.434, -5.076], [-5.129, 1.270, -6.034], [-3.457, 0.771, -5.820], [-3.899, 1.813, -7.181], [-1.745, 4.572, -4.816], [-1.767, 3.781, -6.395], [-1.285, 2.878, -4.953], [-1.672, 5.220, -2.316], [-2.507, 6.529, -1.471], [-2.944, 6.124, -3.133], [-2.592, 3.553, 0.340], [-4.310, 3.513, 0.730], [-3.415, 5.032, 0.849], [-5.900, 5.548, -2.642], [-5.520, 6.377, -1.132], [-6.377, 4.836, -1.106]],
  "mulliken_charge": [0.718, -1.869, 0.383, 1.129, -1.532, 0.649, -0.483, -0.479, 0.796, -1.019, -0.612, -1.286, -0.208, 0.785, 0.459, 0.484, 0.244, 0.238, 0.236, 0.345, 0.433, 0.504, 0.515, -0.391, -1.103, 1.465, -1.408, -0.091, -0.714, -0.253, 0.310, 0.281, 0.200, 0.475, 0.412, 0.466, 0.474, -0.350, -0.433, 0.735, -1.112, 0.378, -0.121, -0.573, 0.559, -1.089, 0.740, -0.401, -0.122, -0.572, 0.485, 0.519, -1.125, 0.358, -1.170, -0.938, 0.363, -0.417, 0.370, -1.025, -1.029, -0.961, 0.270, -0.882, -0.542, -1.061, 0.397, 0.234, 0.315, 0.456, 0.359, 0.263, 0.354, 0.142, 0.278, 0.282, 0.386, 0.261, 0.243, 0.267, 0.378, 0.236, 0.396, 0.223, 0.054, 0.394, 0.301, -0.274, 0.326, 0.462, 0.229, 0.389, 0.242],
  "max_force_ha_per_bohr": 0.0162,
  "charge": -1,
  "e_homo_ev": -4.31,
  "total_energy_ev": -121846.34776,
  "spin_multiplicity": 1
}

(2)
{
  "formula": "C9H13N7",
  "method": "ωB97M-V/def2-TZVPD",
  "symbols": ["C", "C", "N", "C", "N", "N", "N", "C", "C", "N", "C", "N", "C", "N", "C", "C", "H", "H", "H", "H", "H", "H", "H", "H", "H", "H", "H", "H", "H"],
  "coordinates": [[2.315, -2.103, 0.115], [1.174, -1.900, -0.859], [0.031, -1.318, -0.111], [-0.190, -0.027, 0.359], [0.455, 1.076, -0.092], [0.198, 2.100, 0.576], [0.678, 3.177, -0.106], [0.588, 4.521, 0.559], [0.672, 3.205, -1.620], [-1.368, 0.073, 1.074], [-1.839, -1.286, 0.972], [-3.013, -1.658, 1.485], [-3.459, -2.921, 1.291], [-2.699, -3.800, 0.635], [-1.481, -3.401, 0.162], [-1.022, -2.146, 0.300], [2.859, -1.081, 0.143], [2.080, -2.473, 1.161], [3.034, -3.023, -0.246], [0.830, -2.883, -1.182], [1.491, -1.399, -1.750], [1.451, 4.668, 1.364], [0.973, 5.252, -0.236], [-0.342, 4.927, 0.804], [1.122, 2.329, -2.136], [-0.352, 3.372, -2.099], [1.046, 4.140, -1.907], [-4.353, -3.335, 1.690], [-0.879, -4.089, -0.346]],
  "mulliken_charge": [-0.922, -0.577, 0.213, 0.449, -0.073, -0.495, 0.344, -0.810, -0.756, -0.723, 0.552, -0.567, -0.120, -0.636, -0.631, 0.672, 0.262, 0.287, 0.307, 0.299, 0.322, 0.259, 0.271, 0.357, 0.272, 0.298, 0.340, 0.389, 0.416],
  "smiles": "CCn1c(/N=N/N(C)C)nc2ncncc21",
  "max_force_ha_per_bohr": 0.0972,
  "charge": 0,
  "e_homo_ev": -8.56,
  "total_energy_ev": -19970.66039,
  "spin_multiplicity": 1
}

(3)
{
  "formula": "C3H8N2O",
  "method": "ωB97M-V/def2-TZVPD",
  "symbols": ["C", "C", "C", "N", "N", "O", "H", "H", "H", "H", "H", "H", "H", "H"],
  "coordinates": [[0.575, 1.217, -0.052], [-0.218, 0.324, -1.040], [0.810, 0.140, 1.053], [-0.850, -0.601, -0.115], [-0.925, -1.848, -0.573], [0.401, 0.511, 2.338], [1.499, 1.643, -0.440], [-0.199, 2.056, -0.025], [-1.006, 0.932, -1.560], [0.325, -0.264, -1.770], [1.517, -0.732, 1.152], [-1.508, -2.429, -0.034], [-0.205, -2.184, -1.306], [-0.216, 1.235, 2.373]],
  "mulliken_charge": [-0.576, -0.490, -0.086, -0.139, -0.423, -0.503, 0.314, 0.253, 0.266, 0.330, 0.330, 0.201, 0.208, 0.314],
  "max_force_ha_per_bohr": 0.0654,
  "charge": 0,
  "e_homo_ev": [-6.75, -6.44],
  "total_energy_ev": -8263.73358,
  "spin_multiplicity": 1
}